DFT (the ωB97M-V functional and the def2-TZVPD basis) results for a cluster of 2 separate species, C9H14 in total.

Values from the calculation:
**SMILES string**: Cc1ccccc1.CC
**ΔE to the lowest compared entry with this formula, charge and spin**: 73.47 kJ/mol
**HOMO**: -8.88 eV
**E_LUMO**: 0.0380 Ha

Atoms and positions in Å:
C 2.23304 -1.04370 1.37895
C 0.72475 -0.91065 1.39274
C -0.06783 -1.90321 1.97053
C -1.44431 -1.80779 2.02865
C -2.02685 -0.57552 1.69280
C -1.29150 0.37178 0.99836
C 0.09175 0.24072 0.94986
H 2.57981 -1.07606 0.34702
H 2.53102 -1.94836 1.90406
H 2.62412 -0.17627 1.90547
H 0.39631 -2.85442 2.21474
H -2.13655 -2.63793 2.08952
H -3.04498 -0.33120 1.97194
H -1.81488 1.20146 0.54470
H 0.66709 1.05173 0.50636
C 0.66519 1.85627 -2.48414
C -0.64884 1.29895 -3.04807
H 0.40903 2.49339 -1.63178
H 1.25810 1.08621 -1.97726
H 1.30910 2.31907 -3.21859
H -1.53434 1.72465 -2.58663
H -0.73662 0.23718 -2.81869
H -0.74259 1.38373 -4.13053

DFT (the ωB97M-V functional and the def2-TZVPD basis) results for a structure of composition C33H40MoN4P2Te.

Values from the calculation:
**Total charge**: +2
**<S²>**: 2.273
**Multiplicity**: 3
**HOMO (alpha / beta)**: -12.75 / -12.48 eV
**E_LUMO (alpha / beta)**: -0.2730 / -0.3069 Ha

Atoms and positions in Å:
Mo 0.28577 1.49318 -1.27257
C -1.58330 1.60356 -3.70820
C -1.30180 0.34112 -3.33646
C -0.42013 -0.56476 -4.16264
C 0.96561 0.00441 -4.32345
C 1.36580 0.85474 -3.05721
C 1.08302 2.24724 -2.91509
C 0.34668 3.15010 -3.81454
C -0.75586 2.43594 -4.62663
C 0.61233 1.66667 1.74715
H -2.53060 2.02666 -3.36830
H -1.95789 -0.20457 -2.67044
H -0.86210 -0.78573 -5.14687
H -0.38235 -1.58219 -3.73964
H 1.69750 -0.81323 -4.42299
H 1.05094 0.50477 -5.30455
H 2.41387 0.50078 -2.83488
H 1.60550 2.85208 -2.08237
H 1.12163 3.53188 -4.46996
H -0.08431 3.99305 -3.24734
H -1.40213 3.22376 -5.01776
H -0.32002 1.94400 -5.51266
H 0.13518 2.42937 2.38218
H 1.11644 2.17122 0.85978
H 1.32439 0.96591 2.25524
P 1.43200 -0.57964 0.00579
P -1.69148 -0.81937 0.48176
N 3.09904 0.33498 -0.72574
N 2.60066 -1.75734 0.58552
N -2.66074 0.44043 -0.41627
N -3.04868 -1.82377 0.86184
C 0.58182 -1.66747 -1.19651
C -0.93178 -1.85239 -0.85660
C 2.84369 1.70319 -0.77053
C 3.99590 2.37478 -1.13169
C 4.96002 1.39416 -1.46776
C 4.37921 0.13290 -1.25080
C 3.57362 -1.29502 1.47671
C 4.28105 -2.38431 1.96847
C 3.77454 -3.54725 1.31615
C 2.78376 -3.13225 0.43017
C -1.97189 1.75315 -0.61172
C -3.01485 2.58738 -1.21365
C -4.07290 1.79016 -1.61302
C -3.86770 0.51113 -1.04924
C -4.00562 -2.45693 0.05515
C -4.80980 -3.19974 0.92111
C -4.25501 -3.12586 2.23250
C -3.14732 -2.30855 2.18176
H 0.99672 -2.68975 -1.23851
H 0.76064 -1.26472 -2.21042
H -1.55263 -1.83447 -1.77250
H -1.07905 -2.85334 -0.40557
H 1.91380 2.24069 -0.35953
H 4.01674 3.44905 -1.13397
H 5.95740 1.62727 -1.80824
H 4.82813 -0.83376 -1.46557
H 3.68357 -0.23898 1.66208
H 5.00892 -2.31744 2.75866
H 4.05689 -4.55981 1.54605
H 2.19371 -3.71671 -0.27049
H -1.51647 2.12951 0.31922
H -2.89163 3.63564 -1.41428
H -4.90609 2.00940 -2.27066
H -4.55070 -0.31200 -1.04769
H -4.05284 -2.24850 -1.02309
H -5.70001 -3.70960 0.61935
H -4.61833 -3.63354 3.11233
H -2.47136 -1.95031 2.97274
Te -1.25916 0.46193 2.89572
C -0.78343 0.14163 5.05692
C -0.59448 -1.15149 5.55940
C -0.20164 -1.31085 6.89345
C 0.06776 -0.16415 7.64768
C -0.13471 1.12058 7.14414
C -0.54986 1.27450 5.82330
H -0.75608 -2.00093 4.89692
H -0.08248 -2.31206 7.30308
H 0.45285 -0.28969 8.64999
H 0.08083 1.99150 7.75507
H -0.66870 2.24809 5.38120

DFT (the ωB97M-V functional and the def2-TZVPD basis) results for a structure of composition C30H27BGeN9PrS.

Values from the calculation:
**Total charge**: +2
**<S²>**: 2.002
**ΔE to the lowest compared entry with this formula, charge and spin**: 0.00 kJ/mol
**Multiplicity**: 3
**HOMO (alpha / beta)**: -14.00 / -14.00 eV
**E_LUMO (alpha / beta)**: -0.2266 / -0.2221 Ha

Atoms and positions in Å:
Pr -0.21023 -0.44641 0.35028
C 3.18196 -2.38451 -1.90822
C 2.57609 -2.05021 -0.77427
N 1.57647 -1.16424 -1.02108
N 1.59291 -1.01923 -2.39975
C 2.56988 -1.69508 -2.96600
B 0.37654 -0.27589 -3.01628
N -0.92474 -1.17499 -2.68850
C -1.61994 -1.90384 -3.54540
C -2.70967 -2.52508 -2.89970
C -2.51126 -2.22754 -1.56096
N -1.45138 -1.35874 -1.46537
N 0.25290 1.18416 -2.36943
C 0.63112 2.28575 -3.00867
C 0.59806 3.33946 -2.11282
C 0.29671 2.77765 -0.89233
N 0.08255 1.46710 -1.04234
N 0.46284 -0.15435 -4.53416
C -0.48714 0.40111 -5.35994
C 0.08645 0.96805 -6.45781
C 1.46921 0.71987 -6.22404
N 1.70387 0.08333 -5.12285
H 4.01511 -3.13673 -2.01067
H 2.94617 -2.24470 0.19115
H 2.72469 -1.67713 -4.03022
H -1.46674 -1.99046 -4.59678
H -3.44776 -3.28575 -3.10428
H -2.74768 -2.66897 -0.61357
H 1.05208 2.25513 -3.99293
H 0.89318 4.33233 -2.36083
H 0.22808 3.23768 0.08142
H -1.53669 0.40489 -4.95312
H -0.40633 1.44218 -7.32971
H 2.28589 1.03545 -6.85290
C 0.65725 -1.86870 5.25991
Ge 0.61845 -1.00419 3.49258
C 1.79912 0.47633 3.15120
C 2.47489 0.59927 1.97370
C 3.19105 1.73185 1.65964
C 3.12765 2.83861 2.50264
C 2.54787 2.65506 3.76754
C 1.84116 1.49825 4.06562
C -1.32624 -0.71093 3.05801
C -1.95125 -1.86228 3.28331
C -3.32476 -1.99925 3.00698
C -4.01768 -0.88793 2.64987
C -3.41699 0.37106 2.35556
C -4.09247 1.43005 1.72716
C -3.42399 2.48112 1.29142
C -1.99479 2.53202 1.39937
C -1.28215 1.56238 2.01543
C -1.98344 0.42642 2.53198
H 0.09521 -1.26084 5.97064
H 1.68515 -1.91416 5.61609
H 0.14341 -2.81866 5.38221
H 2.47826 -0.20844 1.23834
H 3.70943 1.74202 0.72086
H 3.65918 3.75620 2.26642
H 2.61884 3.47734 4.49642
H 1.37470 1.36664 4.99751
H -1.44163 -2.73950 3.60317
H -3.79657 -2.95236 3.19600
H -5.09925 -0.93734 2.55681
H -5.16881 1.45506 1.63755
H -3.99771 3.32942 0.79307
H -1.40149 3.46861 1.10988
H -0.18926 1.67425 2.27845
S 1.43785 -4.81430 1.68052
C 1.24101 -3.31905 1.88389
N 1.12480 -2.12432 1.97235